{"formula": "C8H23MnNO8P", "method": "ωB97M-V with the def2-TZVPD basis set", "elements": ["Mn", "P", "O", "O", "O", "O", "C", "O", "C", "C", "N", "C", "C", "O", "C", "H", "H", "H", "H", "H", "H", "H", "H", "H", "H", "H", "H", "H", "H", "H", "C", "O", "H", "H", "H", "H", "C", "O", "H", "H", "H", "H"], "coordinates": [[-0.29, 0.06, -0.75], [-2.44, -0.52, -1.35], [-1.80, -1.02, -0.10], [-1.17, -0.99, -2.23], [-1.95, 0.90, -1.53], [-3.33, -1.35, -2.25], [-0.08, 2.75, 0.81], [0.57, 1.64, 0.35], [1.86, 1.49, 0.86], [2.18, -0.02, 0.90], [1.42, -0.86, -0.09], [2.08, -1.11, -1.38], [2.38, 0.20, -2.12], [1.23, 1.06, -2.10], [1.28, 2.24, -2.90], [0.36, 3.71, 0.53], [-0.28, 2.51, 1.85], [-1.02, 2.72, 0.26], [1.98, 1.88, 1.87], [2.51, 1.98, 0.13], [1.76, -0.31, 1.87], [3.24, -0.25, 1.00], [1.38, -1.74, 0.39], [1.44, -1.70, -2.03], [2.97, -1.67, -1.12], [2.82, -0.15, -3.06], [3.22, 0.80, -1.78], [1.63, 1.87, -3.86], [1.87, 3.05, -2.47], [0.28, 2.60, -3.17], [-1.60, -3.86, 1.48], [-0.61, -2.92, 1.19], [-2.40, -3.40, 2.06], [-1.99, -4.32, 0.57], [-1.22, -4.63, 2.15], [-0.97, -2.37, 0.49], [-3.02, 0.35, 2.96], [-2.34, 0.66, 1.71], [-4.08, 0.61, 2.95], [-3.01, -0.73, 3.08], [-2.54, 0.91, 3.76], [-2.35, -0.07, 1.08]], "lowdin_charge": [0.81, 0.07, -0.36, -0.17, -0.26, -0.28, -0.08, -0.29, -0.18, -0.11, -0.11, -0.15, -0.18, -0.26, -0.03, 0.11, 0.11, 0.10, 0.14, 0.12, 0.13, 0.13, 0.11, 0.13, 0.13, 0.13, 0.12, 0.10, 0.10, 0.10, -0.16, -0.15, 0.07, 0.09, 0.07, 0.00, -0.12, -0.16, 0.07, 0.07, 0.07, -0.02], "s_squared": 12.01, "multiplicity": 7, "charge": 0, "homo_lumo_gap_ev": [7.97, 7.61], "homo_energy_ev": [-7.76, -8.57], "e_lumo_ev": [0.2, -1.0]}